No. 1
DFT (ωB97M-V/def2-TZVPD) results for C57H41I4N6PtSSb as an isolated structure.

Computed properties:
* energy: -4473.0575 Ha
* total charge: +2
* gap between HOMO and LUMO (alpha / beta): 4.84 / 4.84 eV
* LUMO level (alpha / beta): -7.4 / -7.4 eV
* highest occupied orbital energy (alpha / beta): -12.25 / -12.25 eV

Geometry as XYZ:
```
111
C57H41I4N6PtSSb (ωB97M-V/def2-TZVPD)
Pt -0.38 -1.04 -0.50
I 0.61 8.19 -0.43
C 0.36 6.17 -0.96
C -0.81 5.76 -1.60
C -0.96 4.43 -1.95
C 0.03 3.49 -1.67
C 1.19 3.93 -1.02
C 1.36 5.26 -0.68
C -0.12 2.09 -2.07
C 0.98 1.15 -2.15
C 1.96 0.26 -4.72
C 1.47 -0.85 -4.21
C 1.49 -1.09 -2.74
C 2.24 -2.11 -2.22
C 3.07 -2.93 -3.14
C 4.45 -2.81 -3.14
C 5.23 -3.54 -4.03
C 4.61 -4.39 -4.94
I 5.77 -5.47 -6.31
C 3.23 -4.52 -4.95
C 2.46 -3.79 -4.05
C 2.31 -2.36 -0.81
N 1.31 -2.03 0.03
C 1.62 -2.56 1.27
C 0.73 -2.67 2.32
C 1.20 -3.06 3.67
C 1.59 -4.35 3.99
C 1.96 -4.67 5.29
C 1.96 -3.69 6.26
I 2.49 -4.18 8.24
C 1.60 -2.38 5.95
C 1.21 -2.08 4.66
C -0.67 -2.48 2.15
C -1.72 -2.88 3.05
C -2.91 -2.68 2.42
C -2.60 -2.10 1.15
N -1.23 -2.01 1.03
C -3.32 -1.50 0.13
C -2.52 -0.45 -0.61
C -2.10 -0.64 -1.92
C -1.88 0.45 -2.88
C -1.22 1.54 -2.59
N -2.76 0.85 -0.07
C -4.68 -1.72 -0.23
C -5.32 -0.92 -1.20
C -6.62 -1.16 -1.57
C -7.33 -2.21 -1.00
I -9.30 -2.59 -1.57
C -6.71 -3.03 -0.05
C -5.41 -2.80 0.32
C 2.92 -3.15 1.20
C 3.33 -3.06 -0.09
N 0.85 -0.14 -1.94
H -1.58 6.48 -1.83
H -1.85 4.11 -2.48
H 1.98 3.21 -0.80
H 2.27 5.58 -0.20
H 1.94 0.48 -5.78
H 1.01 -1.60 -4.84
H 4.94 -2.14 -2.44
H 6.30 -3.43 -4.02
H 2.75 -5.18 -5.66
H 1.39 -3.92 -4.04
H 1.58 -5.13 3.23
H 2.23 -5.69 5.53
H 1.63 -1.62 6.71
H 0.92 -1.06 4.41
H -1.56 -3.29 4.03
H -3.89 -2.87 2.82
H -2.30 -1.61 -2.37
H -2.32 0.29 -3.86
H -4.79 -0.09 -1.66
H -7.10 -0.53 -2.31
H -7.26 -3.86 0.38
H -4.93 -3.47 1.02
H 3.44 -3.63 2.02
H 4.24 -3.45 -0.51
C 2.58 3.68 -3.74
Sb 3.02 1.61 -3.46
C 4.74 1.55 -4.76
C 4.03 1.01 -1.66
H 2.92 4.25 -2.88
H 1.51 3.83 -3.88
H 3.12 4.00 -4.63
H 5.54 2.21 -4.40
H 4.45 1.87 -5.76
H 5.13 0.53 -4.81
H 5.04 0.71 -1.91
H 3.50 0.20 -1.18
H 4.07 1.87 -0.99
S -2.08 4.89 3.03
C -1.52 3.37 2.26
C -2.38 2.70 1.42
C -1.92 1.53 0.80
N -0.70 1.05 0.99
C 0.12 1.72 1.81
C -0.24 2.88 2.47
C -2.55 4.20 4.62
C -1.60 3.96 5.60
C -2.05 3.41 6.80
N -3.32 3.12 7.02
C -4.22 3.37 6.08
C -3.88 3.92 4.85
H -3.38 3.06 1.23
H -3.74 1.09 0.02
H 1.11 1.30 1.95
H 0.46 3.39 3.12
H -0.56 4.20 5.46
H -1.36 3.20 7.61
H -5.25 3.13 6.32
H -4.63 4.12 4.10
```

=====

No. 2
DFT (ωB97M-V/def2-TZVPD) results for a 2-piece molecular cluster, C2H10NO2 overall.

Computed properties:
* energy: -287.1687 Ha
* total charge: +1
* gap between HOMO and LUMO: 11.72 eV
* LUMO level: -3.3 eV
* highest occupied orbital energy: -15.00 eV

Geometry as XYZ:
```
15
C2H10NO2 (ωB97M-V/def2-TZVPD)
C 1.34 -0.83 -0.06
O 0.81 -1.35 1.16
C 0.26 -0.23 -0.97
N 0.22 1.28 -0.71
H 2.00 -1.54 -0.57
H 2.05 -0.10 0.30
H 0.69 -2.29 1.02
H 0.24 -0.44 -2.04
H -0.72 -0.60 -0.54
H 0.49 1.99 -1.39
H 0.70 1.39 0.20
H -0.80 1.49 -0.51
H -2.92 0.41 0.14
H -2.30 0.87 1.45
O -2.14 0.84 0.50
```

=====

No. 3
DFT (ωB97M-V/def2-TZVPD) results for C8H16O as an isolated structure.

Computed properties:
* energy: -389.4786 Ha
* total charge: 0
* gap between HOMO and LUMO: 8.13 eV
* LUMO level: 0.2 eV
* highest occupied orbital energy: -7.92 eV

Geometry as XYZ:
```
25
C8H16O (ωB97M-V/def2-TZVPD)
C 0.01 -0.18 -0.16
C -0.28 1.37 0.89
C 1.01 -0.21 0.91
C -1.11 -1.21 -0.05
C -0.84 1.23 2.30
C -1.33 2.04 -0.01
C 2.05 -1.33 -1.77
C 1.50 -2.19 -2.63
O 0.41 0.16 -1.34
H 0.57 2.05 0.90
H 2.76 -0.59 -2.11
H 1.97 -1.45 -0.67
H 0.85 -0.85 1.77
H 1.95 0.29 0.72
H -1.85 -1.02 -0.83
H -0.68 -2.20 -0.17
H -1.63 -1.20 0.91
H -1.62 0.47 2.35
H -1.57 3.02 0.39
H -0.07 0.98 3.03
H -1.28 2.17 2.63
H -0.94 2.19 -1.01
H -2.25 1.45 -0.04
H 1.68 -2.12 -3.69
H 0.71 -2.87 -2.33
```

=====

No. 4
DFT (ωB97M-V/def2-TZVPD) results for CH2F3NOS as an isolated structure.

Computed properties:
* energy: -866.9655 Ha
* total charge: 0
* gap between HOMO and LUMO: 10.40 eV
* LUMO level: -1.3 eV
* highest occupied orbital energy: -11.72 eV

Geometry as XYZ:
```
9
CH2F3NOS (ωB97M-V/def2-TZVPD)
C -1.12 0.39 -0.10
N 0.87 -1.44 0.26
O 1.33 0.58 -1.31
F -1.60 -0.07 1.04
F -1.68 -0.29 -1.11
F 1.03 1.30 1.49
S 0.71 -0.03 -0.18
H -1.27 1.47 -0.21
H 1.74 -1.92 0.10
```

=====

No. 5
DFT (ωB97M-V/def2-TZVPD) results for C5H10O2 as an isolated structure.

Computed properties:
* energy: -346.7542 Ha
* total charge: 0
* gap between HOMO and LUMO (alpha / beta): 8.06 / 7.87 eV
* LUMO level (alpha / beta): 0.4 / 0.2 eV
* highest occupied orbital energy (alpha / beta): -7.71 / -7.69 eV

Geometry as XYZ:
```
17
C5H10O2 (ωB97M-V/def2-TZVPD)
O -2.12 0.37 1.08
C -1.27 1.38 0.58
C 0.05 0.78 0.21
C 0.18 -0.54 -0.31
C 0.98 -1.00 -1.60
O 1.81 -1.90 -0.87
C 1.43 -1.16 0.27
H -2.99 0.76 1.23
H -1.12 2.19 1.31
H -1.73 1.84 -0.32
H 0.45 -0.08 1.83
H 0.85 1.49 0.01
H -0.71 -1.16 -0.16
H 1.56 -0.18 -2.03
H 0.37 -1.51 -2.35
H 0.78 -0.85 1.87
H 2.24 -0.50 0.61
```

=====

No. 6
DFT (ωB97M-V/def2-TZVPD) results for one molecule with the formula C4H8N2O.

Computed properties:
* energy: -341.7960 Ha
* total charge: 0
* gap between HOMO and LUMO: 6.92 eV
* LUMO level: 0.5 eV
* highest occupied orbital energy: -6.41 eV

Geometry as XYZ:
```
15
C4H8N2O (ωB97M-V/def2-TZVPD)
C 1.27 -0.73 -1.37
C -1.00 0.25 -0.88
N -0.03 -0.85 -0.67
C -0.01 -0.45 0.80
C -0.85 0.76 0.42
N -1.22 1.78 1.12
O -0.71 1.58 2.45
H 1.83 -1.67 -1.32
H 1.84 0.08 -0.91
H 1.07 -0.47 -2.41
H -1.27 0.59 -1.87
H -0.40 -1.80 -0.81
H 1.00 -0.27 1.16
H -0.52 -1.19 1.43
H -1.00 2.39 2.88
```